C27H26N9O8P2Sn | wB97M-V/def2-TZVPD

- 2S+1: 1
- Frontier orbital gap: 0.268 Eh
- Charge: -1
- Maximum force: 0.02347 hartree/bohr
- E_HOMO: -5.10 eV

Each line ends with the Mulliken charge.
Positions of all 73 atoms, in Å:
Sn1 -0.04 -0.37 -0.50  2.421
O1 -0.48 4.63 3.02  -0.671
C1 0.71 4.92 2.45  0.347
C2 1.29 6.16 2.71  -0.690
C3 2.51 6.49 2.17  -0.271
C4 3.19 5.59 1.35  -0.890
C5 2.60 4.37 1.07  -0.472
C6 1.36 4.01 1.60  0.433
C7 0.77 2.68 1.27  0.628
O2 1.21 1.97 0.34  -1.082
N1 -0.25 2.35 2.05  -1.321
N2 -0.72 1.10 1.78  0.762
C8 -1.86 0.84 2.28  -0.799
C9 -2.51 -0.47 2.10  0.760
C10 -3.84 -0.63 2.48  -0.960
C11 -4.46 -1.84 2.26  -0.445
C12 -3.73 -2.87 1.70  -0.803
C13 -2.41 -2.63 1.37  -0.457
N3 -1.81 -1.46 1.56  0.168
H1 -0.68 3.68 2.76  0.620
H2 0.75 6.84 3.36  0.403
H3 2.94 7.46 2.39  0.364
H4 4.15 5.85 0.93  0.399
H5 3.11 3.67 0.44  0.457
H6 -2.41 1.60 2.85  0.206
H7 -4.38 0.21 2.91  0.416
H8 -5.50 -1.98 2.53  0.414
H9 -4.18 -3.83 1.49  0.531
H10 -1.80 -3.40 0.92  0.573
N4 0.34 1.38 -5.27  -0.141
C14 0.15 1.99 -3.92  0.658
C15 0.09 3.50 -4.03  -1.846
P1 -1.33 1.14 -3.26  0.812
O3 -2.52 2.12 -3.78  -0.593
O4 -1.34 -0.15 -4.02  -0.929
O5 -1.35 1.19 -1.75  -0.696
P2 1.71 1.43 -3.04  0.603
O6 2.00 2.60 -2.03  -0.508
O7 2.70 1.41 -4.16  -0.948
O8 1.41 0.15 -2.31  -0.348
H11 -0.08 1.95 -6.00  0.327
H12 -0.15 0.48 -5.19  0.344
H13 1.37 1.29 -5.37  0.409
H14 -0.77 3.81 -4.62  0.479
H15 1.01 3.89 -4.46  0.462
H16 -0.01 3.92 -3.03  0.307
H17 -3.19 2.17 -3.11  0.327
H18 1.69 2.39 -1.09  0.532
C16 2.68 -2.24 3.33  -0.843
C17 3.65 -3.07 2.77  -0.426
C18 3.65 -3.27 1.40  -0.829
C19 2.68 -2.64 0.64  0.421
N5 1.75 -1.86 1.18  0.289
C20 1.75 -1.66 2.49  -0.352
C21 2.59 -2.81 -0.84  0.599
C22 3.69 -3.22 -1.59  -0.973
C23 3.54 -3.34 -2.97  -0.429
C24 2.32 -3.07 -3.54  -0.930
C25 1.28 -2.65 -2.72  -0.064
N6 1.42 -2.52 -1.41  0.132
H19 2.65 -2.06 4.39  0.424
H20 4.39 -3.55 3.40  0.398
H21 4.38 -3.92 0.95  0.353
H22 0.97 -1.01 2.86  0.363
H23 4.64 -3.40 -1.12  0.290
H24 4.38 -3.64 -3.57  0.412
H25 2.17 -3.14 -4.61  0.410
H26 0.32 -2.38 -3.12  0.452
N7 -5.68 -3.85 -1.08  -0.647
C26 -4.58 -3.66 -1.38  0.562
N8 -3.35 -3.56 -1.77  -0.754
C27 -2.50 -2.65 -1.53  0.624
N9 -1.64 -1.89 -1.33  -0.772

C32H49IN14O | wB97M-V/def2-TZVPD

- 2S+1: 1
- SMILES string: CC[C@@H](I)[C@H](C#N)[C@H](C#N)C[C@@H](O)CN.CC#N.CC#N.CC#N.CC#N.CC#N.CC#N.CC#N.CC#N.CC#N.CC#N.CC#N
- Frontier orbital gap: 0.350 Eh
- Charge: 0
- Maximum force: 0.01120 hartree/bohr
- E_HOMO: -9.38 eV

Each line ends with the Mulliken charge.
Positions of all 97 atoms, in Å:
C1 3.91 -1.72 1.87  -1.192
C2 4.22 -2.89 0.93  -0.376
C3 3.92 -2.62 -0.54  -1.255
I1 5.32 -3.72 -1.73  0.074
C4 2.49 -3.00 -0.96  0.574
C5 2.28 -2.86 -2.39  0.180
N1 2.09 -2.75 -3.51  -0.538
C6 1.43 -2.14 -0.18  1.638
C7 1.07 -2.82 1.05  -0.425
N2 0.79 -3.38 2.01  -0.664
C8 0.18 -1.74 -1.00  -1.960
C9 -1.08 -1.43 -0.18  0.020
O1 -1.77 -0.39 -0.88  0.117
C10 -1.97 -2.65 -0.05  -0.993
N3 -3.26 -2.30 0.55  -0.473
H1 4.76 -1.54 2.53  0.479
H2 3.75 -0.79 1.32  0.293
H3 3.04 -1.89 2.50  0.254
H4 5.29 -3.08 1.02  0.158
H5 3.69 -3.79 1.24  0.377
H6 4.09 -1.57 -0.79  0.723
H7 2.36 -4.05 -0.70  0.430
H8 1.92 -1.22 0.14  0.190
H9 -0.05 -2.49 -1.75  0.379
H10 0.43 -0.82 -1.52  0.492
H11 -0.78 -1.06 0.80  0.465
H12 -2.22 0.14 -0.22  -0.303
H13 -2.16 -3.02 -1.06  0.422
H14 -1.43 -3.43 0.48  0.414
H15 -3.15 -2.08 1.53  0.184
H16 -3.87 -3.11 0.51  0.250
C11 -2.83 0.15 -3.95  0.269
C12 -2.40 1.02 -5.03  0.216
N4 -2.06 1.73 -5.86  -0.476
H17 -2.21 0.28 -3.06  -0.288
H18 -3.86 0.38 -3.68  -0.137
H19 -2.78 -0.90 -4.24  0.356
C13 -3.03 2.33 2.36  -0.810
C14 -1.79 2.00 1.69  0.547
N5 -0.78 1.76 1.19  -0.444
H20 -3.83 1.67 2.02  0.228
H21 -2.92 2.24 3.44  0.332
H22 -3.32 3.36 2.14  0.171
C15 -0.28 3.92 -1.99  -0.535
C16 -1.06 4.82 -1.16  0.388
N6 -1.66 5.54 -0.49  -0.471
H23 0.75 3.90 -1.64  0.292
H24 -0.67 2.91 -1.94  -0.037
H25 -0.28 4.26 -3.03  0.355
C17 -5.15 2.58 -1.84  -0.699
C18 -4.91 1.59 -0.81  0.541
N7 -4.75 0.80 0.00  -0.512
H26 -5.40 2.10 -2.78  0.116
H27 -5.99 3.23 -1.56  0.375
H28 -4.28 3.21 -1.99  0.174
C19 9.39 -3.54 0.24  -0.908
C20 8.33 -3.02 1.09  0.422
N8 7.48 -2.60 1.74  -0.402
H29 10.34 -3.48 0.76  0.324
H30 9.18 -4.57 -0.01  0.276
H31 9.43 -2.95 -0.67  0.280
C21 -2.36 6.35 3.15  -0.537
C22 -2.54 5.28 4.12  0.405
N9 -2.67 4.41 4.86  -0.456
H32 -3.19 7.06 3.23  0.282
H33 -1.43 6.88 3.35  0.284
H34 -2.33 5.96 2.14  0.087
C23 0.83 0.96 4.63  -0.685
C24 2.16 0.89 4.05  0.450
N10 3.22 0.80 3.62  -0.446
H35 0.12 0.43 3.99  0.090
H36 0.84 0.50 5.62  0.314
H37 0.51 2.00 4.71  0.266
C25 -7.28 -1.48 -2.11  -0.788
C26 -6.87 -0.72 -3.28  0.395
N11 -6.52 -0.10 -4.18  -0.352
H38 -6.60 -1.27 -1.28  0.188
H39 -8.29 -1.19 -1.82  0.290
H40 -7.26 -2.54 -2.33  0.290
C27 6.17 1.50 1.06  -0.564
C28 6.64 0.56 0.04  0.392
N12 7.00 -0.14 -0.79  -0.401
H41 5.53 1.01 1.78  0.023
H42 7.03 1.92 1.58  0.313
H43 5.61 2.31 0.59  0.291
C29 -6.05 0.81 -7.46  -0.581
C30 -6.05 1.16 -8.87  0.149
N13 -6.04 1.43 -9.99  -0.352
H44 -7.03 1.03 -7.03  0.293
H45 -5.84 -0.25 -7.33  0.268
H46 -5.30 1.38 -6.92  0.206
C31 4.32 -2.09 6.16  -0.452
C32 3.40 -1.54 7.15  0.302
N14 2.67 -1.08 7.90  -0.404
H47 5.31 -2.22 6.58  0.309
H48 3.96 -3.06 5.81  0.252
H49 4.39 -1.42 5.30  0.001

C3H4N2O3 | wB97M-V/def2-TZVPD

- 2S+1: 1
- Frontier orbital gap: 0.293 Eh
- Charge: 0
- Maximum force: 0.14621 hartree/bohr
- E_HOMO: -9.70 eV

Each line ends with the Mulliken charge.
Positions of all 12 atoms, in Å:
C1 -0.55 0.64 -1.19  0.174
C2 0.97 -0.71 -0.12  0.583
C3 1.77 -1.32 1.28  0.024
H1 -3.63 1.59 0.23  0.334
H2 -0.26 -0.02 -2.11  0.311
H3 0.39 1.11 0.70  0.256
H4 1.81 -2.88 1.49  0.293
N1 -1.72 1.23 -1.28  -0.296
N2 0.29 0.53 -0.09  -0.152
O1 -1.95 1.80 0.06  -0.510
O2 0.78 -1.58 -1.08  -0.586
O3 2.09 -0.39 2.12  -0.430

C19H32GeN4RuS5Se | wB97M-V/def2-TZVPD

- 2S+1: 2
- Expectation value of S²: 0.906
- Frontier orbital gap (alpha / beta): 0.207 / 0.239 Eh
- Charge: +1
- Maximum force: 0.04077 hartree/bohr
- E_HOMO (alpha / beta): -10.23 / -10.24 eV

Each line ends with the Löwdin spin population.
Positions of all 63 atoms, in Å:
Ru1 -0.23 0.05 -0.09  1.231
C1 -1.35 3.44 -1.16  0.001
C2 0.05 3.87 -0.77  -0.001
S1 1.22 2.46 -0.59  -0.008
C3 2.01 2.81 1.03  0.000
C4 1.10 2.86 2.24  0.007
S2 0.00 1.40 2.43  0.045
C5 -1.65 2.16 2.67  0.003
C6 -2.16 3.06 1.57  0.003
S3 -2.17 2.22 -0.07  0.028
H1 -1.33 2.93 -2.13  0.000
H2 -2.00 4.31 -1.22  0.001
H3 0.06 4.43 0.16  0.000
H4 0.45 4.50 -1.56  0.000
H5 2.54 3.76 0.93  0.000
H6 2.74 2.01 1.13  0.000
H7 0.45 3.74 2.22  0.000
H8 1.72 2.89 3.13  0.001
H9 -1.62 2.70 3.62  0.001
H10 -2.30 1.29 2.78  0.000
H11 -1.56 3.96 1.48  0.000
H12 -3.19 3.34 1.78  0.001
S4 0.47 -2.45 -0.78  -0.171
C7 2.06 -1.99 -0.32  -0.011
S5 2.18 -0.54 0.60  -0.115
C8 3.19 -2.73 -0.64  -0.001
C9 3.08 -3.96 -1.30  -0.004
N1 2.99 -4.97 -1.83  -0.002
C10 4.47 -2.25 -0.32  -0.002
N2 5.51 -1.83 -0.07  -0.002
C11 -4.95 -2.29 2.97  -0.001
Ge1 -3.21 -2.29 3.93  -0.002
C12 -2.92 -4.00 4.89  -0.001
C13 -3.09 -0.73 5.15  0.000
C14 -1.70 -2.07 2.58  -0.002
Se1 -2.32 -1.22 0.94  -0.054
C15 -2.79 -2.83 -0.03  -0.004
H13 -5.74 -2.00 3.66  0.000
H14 -5.20 -3.28 2.59  0.000
H15 -4.95 -1.59 2.14  -0.001
H16 -3.71 -4.11 5.63  0.000
H17 -1.97 -4.01 5.41  0.000
H18 -2.96 -4.85 4.22  0.000
H19 -3.66 -0.94 6.05  0.000
H20 -3.50 0.16 4.69  0.000
H21 -2.06 -0.54 5.44  0.000
H22 -1.24 -3.02 2.29  0.000
H23 -0.91 -1.43 2.99  0.000
H24 -3.67 -3.27 0.43  -0.001
H25 -1.95 -3.52 -0.01  0.000
H26 -3.01 -2.55 -1.06  0.000
C16 -2.64 -0.09 -3.06  0.000
C17 -1.18 -0.05 -3.31  0.008
N3 -0.24 0.23 -2.43  0.047
C18 0.96 0.13 -3.07  0.003
C19 0.74 -0.21 -4.37  0.001
N4 -0.62 -0.31 -4.51  0.003
H27 -2.83 0.10 -2.00  0.000
H28 -3.05 -1.05 -3.34  0.000
H29 -3.15 0.68 -3.64  0.000
H30 1.89 0.32 -2.56  0.000
H31 1.42 -0.39 -5.18  0.000
H32 -1.11 -0.55 -5.36  0.001

C3H3N3OS | wB97M-V/def2-TZVPD

- 2S+1: 1
- SMILES string: [H]/N=C\n1ocnc1=S
- Frontier orbital gap: 0.315 Eh
- Charge: 0
- Maximum force: 0.05947 hartree/bohr
- E_HOMO: -9.13 eV

Each line ends with the Mulliken charge.
Positions of all 11 atoms, in Å:
C1 1.45 0.66 -0.22  0.222
C2 -1.68 -0.75 -0.30  0.105
C3 -0.41 -0.04 1.28  0.246
H1 1.32 0.17 -2.03  0.308
H2 1.96 0.79 0.73  0.263
H3 -2.67 -1.04 -0.83  0.335
N1 1.94 0.54 -1.35  -0.623
N2 0.22 0.05 0.06  0.209
N3 -1.61 -0.69 0.95  -0.387
O1 -0.62 -0.29 -1.01  -0.331
S1 0.10 0.59 2.72  -0.348

C20H60BeN2O26 | wB97M-V/def2-TZVPD

- 2S+1: 1
- Frontier orbital gap: 0.277 Eh
- Charge: 0
- Maximum force: 0.12392 hartree/bohr
- E_HOMO: -9.25 eV

Each line ends with the Mulliken charge.
Positions of all 109 atoms, in Å:
Be1 6.27 14.29 4.60  1.221
N1 5.52 15.90 7.56  0.296
O1 4.42 15.46 7.26  -0.124
O2 5.83 16.15 8.64  -0.646
O3 6.36 15.81 6.65  -0.165
N2 7.88 12.93 1.71  0.318
O4 7.34 12.79 2.84  -0.049
O5 7.24 13.01 0.67  -0.517
O6 9.07 13.12 1.75  -0.651
C1 4.98 11.30 9.46  -0.236
C2 5.87 12.61 9.71  0.175
O7 7.01 12.58 8.91  -0.408
O8 5.37 10.18 10.17  -0.580
H1 4.97 10.97 8.42  0.101
H2 3.93 11.54 9.62  0.377
H3 6.07 12.73 10.77  0.471
H4 5.26 13.47 9.44  -0.519
H5 7.60 12.03 9.43  0.286
H6 4.60 9.63 10.32  0.339
C3 5.19 17.15 3.38  -0.179
C4 6.19 16.47 2.49  -0.572
O9 7.35 16.13 3.32  -0.348
O10 4.58 16.14 4.19  0.103
H7 4.31 17.42 2.81  0.488
H8 5.73 17.90 3.97  0.157
H9 6.56 17.06 1.66  0.501
H10 5.66 15.66 1.98  0.002
H11 7.83 16.92 3.57  0.165
H12 3.64 16.30 4.34  0.144
C5 6.15 14.21 -1.86  -0.276
C6 4.70 13.75 -1.59  -0.428
O11 4.62 13.35 -0.20  -0.545
O12 6.11 14.87 -3.12  -0.542
H13 6.81 13.35 -1.76  0.267
H14 6.56 14.84 -1.08  0.197
H15 4.36 13.00 -2.30  0.289
H16 3.99 14.56 -1.79  0.279
H17 5.47 13.50 0.21  0.232
H18 6.97 15.29 -3.18  0.332
C7 3.27 12.51 3.48  -0.073
C8 3.92 11.82 4.68  -0.179
O13 4.28 12.81 5.70  0.271
O14 4.36 13.28 2.84  -0.215
H19 2.40 13.15 3.67  -0.094
H20 2.94 11.79 2.73  0.404
H21 4.80 11.20 4.49  -0.123
H22 3.15 11.19 5.12  0.531
H23 4.08 12.41 6.55  -0.173
H24 4.16 13.22 1.90  0.018
C9 2.45 15.44 9.84  0.116
C10 1.52 14.40 9.18  -0.443
O15 2.20 13.66 8.12  -0.526
O16 2.42 16.66 9.18  -0.609
H25 3.37 14.90 9.63  -0.347
H26 2.26 15.46 10.92  0.440
H27 0.53 14.83 8.99  0.228
H28 1.26 13.66 9.94  0.476
H29 2.92 14.20 7.78  0.135
H30 3.04 16.57 8.45  0.358
C11 6.58 8.63 4.05  0.614
C12 8.03 8.39 3.47  -0.701
O17 8.14 7.01 3.15  -0.537
O18 6.36 8.17 5.36  -0.534
H31 5.80 8.29 3.37  0.098
H32 6.65 9.72 4.09  -0.463
H33 8.72 8.69 4.26  0.375
H34 8.35 9.05 2.66  0.404
H35 8.73 6.93 2.39  0.333
H36 7.06 7.76 5.86  0.332
C13 5.04 8.36 0.55  -0.539
C14 5.25 9.90 0.41  -0.297
O19 5.13 10.54 1.72  0.035
O20 3.85 7.98 1.26  -0.579
H37 5.84 7.89 1.11  0.239
H38 4.89 8.04 -0.48  0.374
H39 4.51 10.26 -0.31  0.242
H40 6.23 10.17 0.00  0.339
H41 5.59 11.38 1.83  -0.080
H42 3.69 8.63 1.94  0.356
C15 8.55 11.85 5.83  -0.717
C16 9.36 13.13 6.40  -0.295
O21 8.96 14.21 5.62  -0.171
O22 7.10 12.14 6.04  0.312
H43 8.81 10.99 6.46  0.424
H44 8.73 11.64 4.78  0.088
H45 10.42 12.99 6.20  0.445
H46 9.03 13.25 7.43  0.171
H47 9.56 14.93 5.84  -0.021
H48 6.84 11.93 6.94  -0.131
C17 0.49 16.07 5.79  -0.522
C18 0.00 14.59 5.50  0.952
O23 -0.84 14.61 4.31  -0.582
O24 1.85 16.18 5.31  -0.643
H49 0.51 16.28 6.86  0.198
H50 -0.10 16.80 5.24  0.404
H51 -0.38 14.05 6.36  0.213
H52 0.88 14.03 5.18  -0.720
H53 -0.48 13.94 3.72  0.324
H54 2.27 15.88 6.12  0.120
C19 10.18 17.47 6.07  -0.720
C20 9.85 17.76 4.61  -0.346
O25 8.50 18.43 4.38  -0.635
O26 9.22 16.77 6.76  -0.323
H55 10.30 18.40 6.63  0.380
H56 11.11 16.90 6.13  0.430
H57 10.14 16.83 4.13  0.274
H58 10.60 18.52 4.38  0.378
H59 8.03 18.33 5.21  0.327
H60 9.57 16.47 7.61  0.228